[1]
Entry from OMol25: a structure of composition C24H61MnO17P3 (wB97M-V/def2-TZVPD).

The expectation value of S² is 8.75. The calculation puts the energy relative to the best compared isomer or geometry (same formula, charge and spin) at 0.0 kcal/mol. The value obtained for the frontier orbital gap (alpha / beta) is 7.203 / 8.554 eV. The total charge is 0. Its spin multiplicity is 6. The calculation puts the HOMO energy (alpha / beta) at -6.6 / -8.0 eV. As for the molar mass: 769.6 g mol⁻¹. The calculation puts the total energy at -4405.477958 hartree.

```
106
Properties=species:S:1:pos:R:3:forces:R:3
Mn -0.01354 -0.50895 0.09431 0.25 -0.20 -0.47
O 0.47066 -1.21502 -1.72847 -0.61 0.14 0.57
H 1.02862 -1.51587 -2.43087 0.45 -0.04 -0.21
O -1.10201 0.99411 0.72048 0.24 0.59 -0.13
H -1.92602 1.02092 1.19186 -0.35 -0.11 0.15
C 1.50350 1.88235 -3.36875 0.71 -1.13 -0.04
O 0.57264 2.79138 -2.88552 0.29 1.35 0.08
C -0.62193 2.21002 -2.39989 0.77 -1.20 -0.76
C -1.57762 3.27481 -1.97302 -0.07 1.13 1.30
O -1.87600 4.29265 -2.91611 -0.56 -0.87 -0.53
C -2.54733 3.77903 -4.05445 0.54 0.61 0.03
C -2.93800 4.92373 -4.97210 -0.18 -0.19 -0.59
O -3.47650 5.98812 -4.24425 -0.08 0.20 0.43
C -3.95027 7.04330 -5.05534 -0.16 -0.38 0.54
H 1.76192 1.13450 -2.60643 -0.42 -0.30 -0.16
H 2.48195 2.29623 -3.63794 -0.39 0.90 0.16
H 1.16559 1.40313 -4.29738 -0.25 -0.28 0.19
H -0.38329 1.49522 -1.60897 -0.20 0.39 0.49
H -0.99369 1.52540 -3.18289 -0.41 0.36 -0.10
H -1.19738 3.88098 -1.14053 0.53 -0.43 -0.07
H -2.46542 2.83392 -1.49709 -0.19 -0.24 -0.60
H -3.44320 3.20487 -3.79432 -0.03 0.03 0.32
H -1.86475 3.11672 -4.59606 -0.13 -0.10 -0.20
H -3.67537 4.50859 -5.68183 -0.05 0.09 0.03
H -2.11511 5.28901 -5.60378 0.24 -0.11 0.28
H -4.02451 7.93919 -4.43902 0.20 -0.02 0.04
H -4.97394 6.80777 -5.36751 0.15 0.06 -0.55
H -3.25403 7.21662 -5.87986 -0.26 0.11 -0.21
C 5.57574 0.41131 3.10157 -1.48 0.80 0.48
C 4.34243 1.33976 3.04648 0.76 -0.58 -0.55
O 3.30699 0.72855 2.25780 -0.44 0.19 -1.12
P 2.91100 1.33667 0.82230 0.56 -0.56 1.07
O 1.77216 0.63636 0.23858 0.43 0.11 -0.09
O 2.72928 2.86282 1.07816 0.35 0.80 -0.31
C 1.47550 3.57657 0.82818 -0.89 -1.09 1.34
C 1.57184 4.97442 1.37107 -0.05 0.38 -0.76
O 4.23909 1.21090 -0.04558 -0.62 0.00 0.02
C 4.98455 2.32525 -0.53553 0.82 0.29 -0.20
C 6.01382 1.80686 -1.52385 0.58 -0.17 0.19
H 6.03338 0.37154 2.11820 0.12 -0.36 0.04
H 6.24771 0.82987 3.85005 0.25 -0.12 -0.10
H 5.16292 -0.52928 3.46417 0.53 -0.34 -0.28
H 3.91028 1.45070 4.03825 0.10 0.38 0.00
H 4.63022 2.28097 2.57640 -0.20 0.28 0.45
H 1.16521 3.39582 -0.19852 0.20 0.51 -0.16
H 0.74571 3.07353 1.47140 -0.19 -0.19 -0.46
H 0.64477 5.51129 1.15834 -0.05 -0.14 -0.19
H 1.63558 4.96303 2.45726 0.47 -0.02 -0.02
H 2.37185 5.53669 0.88638 0.12 0.06 0.33
H 4.40169 3.09502 -1.04706 -0.54 -0.31 0.24
H 5.43929 2.79233 0.34341 0.22 0.14 -0.26
H 6.59361 2.61837 -1.96768 -0.25 0.18 0.03
H 6.76028 1.16440 -1.05092 -0.20 -0.10 0.14
H 5.56201 1.23531 -2.33365 -0.21 0.08 0.06
C -2.12639 -1.42431 -3.75749 -0.24 1.36 0.39
C -3.06573 -1.07845 -2.61640 -0.85 -0.22 -1.08
O -3.32346 -2.29076 -1.85546 0.12 0.21 1.09
P -3.01172 -2.28539 -0.30631 -1.00 -0.54 -0.50
O -1.69873 -1.79186 0.09349 -0.31 -0.87 0.47
O -4.22872 -1.47771 0.32588 0.10 0.45 -0.26
C -4.27751 -1.37655 1.77140 -1.29 -0.93 -0.33
C -5.67486 -0.93739 2.19489 0.35 0.34 -0.15
O -3.30970 -3.79950 0.12760 0.45 0.63 0.11
C -4.51790 -4.44313 -0.30991 -0.07 0.50 -1.41
C -4.89643 -5.57669 0.57661 0.37 -0.67 0.88
H -2.07153 -0.49438 -4.33987 0.36 -0.10 -0.01
H -1.15222 -1.63997 -3.31782 0.08 -0.25 -0.31
H -2.54430 -2.15491 -4.44434 0.07 -0.40 0.30
H -2.74710 -0.23252 -2.00450 0.47 -0.36 0.24
H -4.04411 -0.78218 -3.01299 0.05 -0.10 0.06
H -4.19072 -2.42010 2.09000 0.76 0.32 0.63
H -3.52537 -0.67542 2.12348 0.25 -0.31 0.04
H -6.45508 -1.68138 2.03897 0.19 -0.12 -0.33
H -5.66276 -0.75187 3.26991 0.04 0.26 -0.03
H -5.92414 -0.02881 1.64490 -0.19 0.06 0.24
H -5.34174 -3.72722 -0.40623 0.14 0.16 0.47
H -4.33604 -4.72895 -1.35173 -0.01 -0.40 0.18
H -5.89132 -5.93379 0.31534 -0.05 0.04 0.10
H -4.21950 -6.43517 0.56053 0.09 0.13 -0.51
H -4.85713 -5.28794 1.63155 -0.42 0.28 -0.10
C -0.56697 -4.75941 1.81389 0.78 -0.56 -0.86
C 0.14205 -4.33545 3.09288 -1.35 -0.67 0.05
O 1.46510 -3.87488 2.84382 -0.17 0.66 -0.36
P 1.81256 -2.33896 2.59081 1.60 0.21 0.27
O 0.77268 -1.49235 1.98204 -0.35 -0.54 0.40
O 3.16524 -2.42645 1.75328 -0.60 0.80 0.42
C 3.03047 -2.62923 0.30440 0.06 -1.93 0.89
C 4.13114 -3.61968 -0.07888 0.69 0.89 -0.59
O 2.37436 -1.86578 4.01352 -0.32 -0.24 -1.25
C 1.54065 -1.59977 5.15777 1.01 -0.13 0.51
C 1.39156 -2.83400 6.05844 -0.26 0.06 -0.55
H -1.13993 -3.99518 1.29401 0.15 0.18 0.31
H 0.22247 -5.08520 1.12562 -0.04 0.13 -0.08
H -1.18210 -5.65744 1.89438 -0.19 0.18 0.51
H -0.50907 -3.62968 3.61857 0.49 0.39 0.07
H 0.26024 -5.18769 3.76307 0.08 -0.04 -0.08
H 2.06101 -3.11808 0.19208 -0.05 0.20 -0.50
H 3.06294 -1.73570 -0.31187 -0.09 0.37 0.51
H 5.05283 -3.08275 -0.33494 -0.21 0.16 -0.27
H 4.50743 -4.27427 0.70402 -0.86 -0.29 0.18
H 3.80039 -4.15432 -0.97004 0.20 -0.24 0.12
H 2.22120 -0.94315 5.70240 -0.71 0.56 0.06
H 0.61332 -1.10336 4.87740 0.03 -0.04 -0.10
H 2.24309 -2.83549 6.73305 -0.07 -0.40 0.11
H 0.46003 -2.83001 6.62430 0.07 0.26 0.13
H 1.36964 -3.74707 5.46493 0.20 -0.01 0.03
```
Forces are in eV/Å.

Atom charges from the Mulliken analysis, given in e for atoms 1 to 8: number 1, Mn, carries 1.836; number 2, O, carries -0.654; number 3, H, carries -0.054; number 4, O, carries -0.626; number 5, H, carries -0.144; number 6, C, carries -0.488; number 7, O, carries -0.534; number 8, C, carries 1.379

***

[2]
Entry from OMol25: a cluster of 6 separate species, C24H61N6O5 in total (wB97M-V/def2-TZVPD).

The value obtained for the frontier orbital gap is 4.035 eV. The total charge is -1. The calculation puts the HOMO energy at -2.2 eV. As for the molar mass: 513.8 g mol⁻¹. The calculation puts the total energy at -1655.438308 hartree.

```
96
Properties=species:S:1:pos:R:3:forces:R:3
C 8.21951 1.85996 0.64291 -5.56 5.41 -1.10
C 7.31908 2.92702 0.34335 1.61 -5.08 1.77
N 6.15418 3.91943 0.14329 3.26 -3.36 1.19
C 5.00829 3.38410 1.00628 1.09 -1.59 -0.29
C 4.46117 1.94963 0.36537 -0.70 -0.31 1.05
H 8.62116 0.77931 0.95314 -1.10 3.24 -1.21
H 5.49829 3.10497 2.04483 -1.53 0.68 -1.56
H 4.11280 4.14028 1.10058 1.97 -1.21 -0.27
H 4.92029 1.07876 1.03772 -0.86 1.70 -1.80
H 4.75797 1.84378 -0.76169 -0.39 0.26 2.24
H 3.28289 1.83420 0.47817 2.36 0.28 -0.27
C 1.70968 -1.10232 2.93266 0.28 -0.19 0.01
C 1.38598 0.23746 3.58910 -0.32 -0.02 -0.42
C -0.02686 0.29086 4.21448 0.38 0.41 -0.09
O -1.08102 0.47381 3.26429 0.05 -0.39 0.53
C -1.53144 -0.72394 2.65069 -0.20 0.34 -0.28
N 1.58112 1.31141 2.60297 -0.50 0.01 0.33
H 1.18559 -1.24467 1.98407 0.00 0.09 0.10
H 2.78237 -1.17181 2.71711 -0.22 0.11 0.01
H 1.45117 -1.93447 3.59517 -0.03 0.04 -0.04
H 2.11029 0.38121 4.40010 -0.15 0.08 -0.02
H -0.07009 1.16769 4.87180 -0.02 -0.08 -0.16
H -0.22045 -0.58191 4.85017 0.02 -0.10 -0.15
H -1.51043 -1.57398 3.33837 0.12 -0.01 0.02
H -0.93546 -0.93636 1.76117 0.02 -0.24 0.03
H -2.56452 -0.56975 2.32477 0.08 0.06 0.08
H 1.44214 2.20882 3.06843 0.23 -0.09 -0.11
H 0.80101 1.26059 1.94117 0.32 -0.04 0.10
C -3.16078 0.41084 8.78639 0.03 0.21 0.24
C -3.24237 0.59418 7.27297 0.09 -0.49 0.11
C -4.44610 -0.13156 6.62922 0.24 0.08 -0.35
O -4.26390 -1.54225 6.47321 -0.39 0.41 0.29
C -4.57822 -2.30509 7.62787 0.25 -0.22 -0.31
N -1.96962 0.16742 6.67139 -0.43 -0.11 -0.17
H -2.82654 -0.58975 9.07252 -0.05 0.06 -0.12
H -2.44573 1.12083 9.21830 -0.09 -0.14 -0.15
H -4.13282 0.59444 9.25506 0.06 -0.05 -0.02
H -3.36698 1.66767 7.08563 -0.03 -0.13 -0.12
H -4.57071 0.26147 5.61297 0.09 -0.15 0.07
H -5.38041 0.08562 7.16140 0.04 -0.11 0.14
H -5.42237 -1.88636 8.18283 0.06 0.08 0.03
H -3.70076 -2.38921 8.27173 -0.12 0.01 0.22
H -4.84590 -3.31533 7.30382 0.01 0.16 -0.06
H -2.00004 0.36738 5.67119 0.05 0.10 0.17
H -1.94360 -0.85575 6.71122 0.04 0.30 0.08
C -6.51330 -1.91976 -1.87306 -0.10 -0.15 -0.26
C -5.51021 -0.77637 -1.74192 -0.17 -0.06 0.33
C -4.44355 -1.01591 -0.64878 0.04 0.40 -0.06
O -4.91134 -0.79118 0.68473 0.23 -0.44 -0.36
C -5.57939 -1.90004 1.26621 -0.06 0.37 0.24
N -6.24389 0.47828 -1.51499 0.25 0.05 0.27
H -7.23198 -1.94669 -1.04994 0.12 0.06 -0.01
H -7.09251 -1.81440 -2.79791 0.12 0.06 0.16
H -6.00094 -2.88628 -1.91231 -0.03 0.07 0.03
H -4.98547 -0.69763 -2.70184 0.04 0.00 0.16
H -3.63666 -0.28915 -0.80212 -0.13 -0.02 0.11
H -3.98678 -2.00898 -0.74086 -0.14 -0.07 0.05
H -5.14358 -2.85405 0.95664 -0.03 0.02 -0.09
H -6.64265 -1.86748 1.02129 -0.04 -0.24 -0.03
H -5.49012 -1.81703 2.35359 0.08 0.05 -0.13
H -5.57509 1.24898 -1.50894 -0.15 -0.09 -0.11
H -6.59290 0.45539 -0.55228 0.03 -0.01 -0.32
C -2.88387 -4.14564 -7.14468 0.06 -0.16 -0.26
C -3.57826 -4.50586 -5.83365 0.24 0.42 0.04
C -4.63035 -3.46436 -5.38818 0.08 -0.14 0.36
O -4.07370 -2.28563 -4.79800 -0.41 -0.30 -0.44
C -3.66991 -1.29688 -5.73251 0.21 0.13 0.34
N -2.55750 -4.72019 -4.79633 -0.31 0.21 0.19
H -2.16284 -3.33214 -7.03029 -0.12 -0.07 0.07
H -2.33066 -5.00898 -7.53267 -0.09 0.15 0.15
H -3.61398 -3.85192 -7.90552 0.06 0.02 0.07
H -4.10373 -5.45440 -5.99845 -0.04 0.11 0.13
H -5.24467 -3.92225 -4.60350 0.12 0.11 0.01
H -5.31483 -3.20657 -6.20570 0.12 0.09 -0.08
H -4.33268 -1.25395 -6.60130 0.03 -0.09 -0.01
H -2.63956 -1.47564 -6.04553 -0.04 0.08 -0.22
H -3.69670 -0.32514 -5.23024 -0.06 -0.16 0.01
H -3.02146 -5.03889 -3.94516 0.14 -0.07 -0.15
H -2.18903 -3.79979 -4.53898 -0.01 -0.30 -0.14
C 9.21225 5.12492 -4.96541 0.13 0.29 -0.04
C 8.56959 4.40340 -3.78341 -0.17 -0.27 -0.35
C 9.07705 2.95504 -3.59685 -0.39 0.06 0.52
O 8.50891 2.01330 -4.51224 0.64 0.12 -0.18
C 9.16338 1.95034 -5.76990 -0.52 -0.17 0.23
N 7.10709 4.44801 -3.93514 0.09 -0.35 -0.01
H 8.83637 4.77264 -5.92944 -0.01 -0.05 0.10
H 9.00242 6.19983 -4.91558 -0.04 -0.19 0.02
H 10.29965 4.99967 -4.95514 -0.05 -0.02 -0.03
H 8.83763 4.96474 -2.88004 -0.10 -0.22 0.00
H 8.76844 2.61697 -2.60023 -0.06 0.02 -0.16
H 10.17274 2.90550 -3.61457 0.04 0.01 -0.20
H 10.24371 2.09514 -5.68147 0.01 0.11 0.02
H 8.73336 2.68493 -6.45329 0.21 0.09 -0.16
H 8.98228 0.95922 -6.19667 0.00 0.04 0.12
H 6.68170 4.03640 -3.10391 0.01 0.26 0.12
H 6.85971 3.79183 -4.68170 0.12 0.24 0.18
```
Forces are in eV/Å.

Atom charges from the Mulliken analysis, given in e for atoms 1 to 8: number 1, C, carries -0.565; number 2, C, carries -0.042; number 3, N, carries -0.620; number 4, C, carries -0.342; number 5, C, carries -0.603; number 6, H, carries 0.260; number 7, H, carries 0.229; number 8, H, carries 0.244

***

- Which of these has the highest total charge?
  C24H61MnO17P3

***

- Look up the total charge of the first one.
  0